Here is C41H43MnN5O2 as an isolated structure from the Open Molecules 2025 dataset. Energies are from the ωB97M-V functional and the def2-TZVPD basis.

```
92
Properties=species:S:1:pos:R:3:forces:R:3
Mn 0.0591 -0.2854 0.1971 -0.12 -0.10 0.46
C -4.2473 0.5691 -0.2245 0.09 0.08 0.00
O -3.4587 1.8085 -0.0658 -0.06 -0.30 -0.01
C -2.2098 1.3990 -0.0057 0.18 0.73 0.00
N -1.9558 0.1513 0.0619 0.13 -0.40 -0.16
C -3.2440 -0.5620 0.1076 0.03 0.11 0.07
C -3.3096 -1.7409 -0.8271 -0.06 -0.02 0.00
C -2.5742 -1.7776 -2.0060 -0.06 0.04 -0.06
C -2.6900 -2.8578 -2.8703 0.01 0.02 0.01
C -3.5460 -3.9059 -2.5633 -0.02 0.01 0.03
C -4.2891 -3.8692 -1.3910 0.02 -0.01 -0.01
C -4.1704 -2.7906 -0.5264 0.07 -0.08 0.04
C -1.0733 2.3565 0.0026 -0.52 -0.08 0.04
C -1.1086 3.7408 -0.0021 0.07 0.04 -0.07
C 0.1085 4.4146 0.0228 -0.02 -0.05 -0.01
C 1.3087 3.7026 0.0432 -0.02 0.00 0.01
C 1.2334 2.3236 0.0438 0.40 -0.08 -0.05
N 0.0687 1.6865 0.0340 0.08 -0.01 0.04
C 2.3526 1.3378 0.0250 -0.15 0.53 -0.07
N 2.0975 0.0834 -0.0196 -0.13 -0.28 0.15
C 3.3919 -0.6301 -0.1206 -0.01 0.07 0.01
C 4.4146 0.5184 0.0647 -0.10 0.09 0.01
O 3.5971 1.7470 0.0195 0.08 -0.23 0.00
C 3.5461 -1.7517 0.8759 0.01 0.03 -0.01
C 4.1020 -2.9581 0.4691 -0.10 -0.05 -0.02
C 4.2969 -3.9844 1.3844 -0.01 0.00 0.00
C 3.9416 -3.8058 2.7132 0.00 0.00 0.00
C 3.3947 -2.5972 3.1265 -0.07 0.01 -0.01
C 3.1972 -1.5741 2.2112 0.05 0.02 0.01
H -4.5772 0.5349 -1.2606 -0.01 0.00 -0.02
H -5.0997 0.6284 0.4428 0.01 0.02 0.03
H -3.3719 -0.9110 1.1360 -0.09 -0.02 0.00
H -1.9230 -0.9499 -2.2683 0.00 0.00 0.00
H -2.1214 -2.8759 -3.7912 0.00 0.01 0.00
H -3.6439 -4.7437 -3.2407 0.00 0.01 0.00
H -4.9636 -4.6801 -1.1505 0.00 0.00 0.00
H -4.7465 -2.7727 0.3925 0.00 0.01 -0.01
H -2.0537 4.2646 -0.0336 0.01 0.02 0.02
H 0.1249 5.4959 0.0185 0.00 0.00 0.01
H 2.2688 4.1995 0.0569 -0.02 0.02 -0.01
H 3.4485 -1.0401 -1.1303 0.07 -0.02 -0.01
H 5.1546 0.5896 -0.7248 0.00 0.01 -0.02
H 4.8991 0.4963 1.0376 0.00 0.00 0.02
H 4.3814 -3.1023 -0.5685 0.01 0.01 0.01
H 4.7357 -4.9187 1.0600 0.00 0.01 0.00
H 4.1046 -4.6013 3.4286 0.00 0.01 0.00
H 3.1295 -2.4483 4.1660 0.00 0.00 -0.01
H 2.7824 -0.6281 2.5432 -0.03 0.01 0.02
C -1.5673 -2.2228 6.7578 -0.02 0.00 0.01
C -0.2728 -1.4497 6.4640 0.01 0.03 -0.05
C -0.2108 -0.2153 7.3626 -0.01 0.01 0.01
C 0.9408 -2.3451 6.7605 0.02 0.00 -0.02
C -0.2566 -1.0760 4.9874 -0.02 -0.10 0.05
C -0.2528 0.2363 4.5265 -0.02 0.04 -0.04
C -0.2168 0.4826 3.1660 0.01 0.06 0.02
N -0.1781 -0.4844 2.2511 0.16 -0.14 -0.39
C -0.2008 -1.7627 2.6737 0.03 -0.20 -0.05
C -0.2422 -2.0782 4.0159 -0.03 0.01 0.07
C -0.1218 -2.7881 1.5989 0.02 0.17 0.24
C -0.2023 -4.1498 1.8278 0.06 -0.08 0.01
C -0.0515 -5.0509 0.7784 -0.01 -0.03 0.03
C 0.1762 -4.5068 -0.4862 -0.02 0.02 -0.03
C 0.2274 -3.1415 -0.6452 -0.02 -0.06 0.03
N 0.0741 -2.2891 0.3743 0.05 0.07 -0.31
C -0.1314 -6.5590 0.9616 -0.01 0.04 -0.01
C -0.2431 -6.9520 2.4338 0.00 -0.01 0.02
C -1.3710 -7.0674 0.2089 -0.01 0.00 0.00
C 1.1326 -7.2010 0.3691 0.02 -0.01 0.00
H -1.6040 -2.4872 7.8151 0.01 0.00 -0.01
H -1.6279 -3.1484 6.1827 0.00 0.01 0.00
H -2.4478 -1.6191 6.5307 0.01 0.00 0.01
H -0.1750 -0.5325 8.4043 -0.01 0.01 0.00
H -1.0917 0.4192 7.2458 0.01 0.00 -0.01
H 0.6816 0.3850 7.1730 0.00 -0.02 0.01
H 0.9934 -2.5475 7.8303 -0.02 -0.01 0.00
H 1.8738 -1.8588 6.4664 -0.01 0.01 0.02
H 0.8742 -3.3075 6.2494 0.02 0.03 -0.01
H -0.2762 1.0721 5.2097 0.01 0.00 -0.02
H -0.2107 1.5004 2.7923 0.01 -0.01 0.00
H -0.2460 -3.1142 4.3213 0.01 0.01 -0.01
H -0.3710 -4.5115 2.8295 0.00 -0.01 0.00
H 0.3100 -5.1392 -1.3525 -0.01 0.00 0.01
H 0.3969 -2.7039 -1.6213 -0.01 0.02 0.00
H -1.1375 -6.5382 2.9046 0.00 0.00 -0.02
H 0.6345 -6.6382 3.0046 -0.01 0.00 -0.01
H -0.3152 -8.0366 2.5106 0.02 0.00 0.00
H -2.2871 -6.6492 0.6309 0.01 0.00 0.00
H -1.4260 -8.1539 0.2856 0.00 0.01 0.00
H -1.3325 -6.8067 -0.8500 0.00 -0.01 0.01
H 2.0373 -6.7495 0.7821 -0.01 -0.02 0.02
H 1.1680 -7.1098 -0.7171 0.01 0.02 0.01
H 1.1466 -8.2648 0.6073 -0.01 0.00 -0.02
```
Forces are in eV/Å.

The largest force on an atom is 0.8 eV/A. The calculation puts the HOMO-LUMO gap (spin up / spin down) at 7.85 / 7.58 eV. As for the total charge: +2. The multiplicity is 2. Its HOMO energy (spin up / spin down) is -14.0 / -13.7 eV.